# 1
{"formula": "C42H62BeBrClF2IMgN3O8", "method": "the ωB97M-V functional and the def2-TZVPD basis", "species": ["C", "C", "O", "C", "C", "C", "C", "C", "C", "C", "C", "C", "C", "C", "C", "O", "C", "C", "C", "N", "C", "C", "O", "C", "I", "C", "C", "C", "C", "C", "N", "C", "C", "C", "C", "C", "C", "C", "C", "O", "C", "C", "H", "H", "H", "H", "H", "H", "H", "H", "H", "H", "H", "H", "H", "H", "H", "H", "H", "H", "H", "H", "H", "H", "H", "H", "H", "H", "H", "H", "H", "H", "H", "H", "H", "H", "H", "H", "H", "H", "H", "H", "H", "H", "H", "H", "H", "H", "H", "H", "F", "C", "C", "O", "C", "O", "O", "F", "H", "H", "H", "Cl", "Mg", "C", "C", "C", "O", "C", "N", "H", "H", "H", "H", "H", "H", "H", "H", "H", "H", "H", "Br", "Be"], "positions_angstrom": [[-1.02, -1.11, 1.05], [-1.58, 0.02, 0.05], [-1.05, 1.28, -0.07], [0.28, 1.71, -0.12], [0.96, 1.54, 1.32], [0.16, 1.50, 2.66], [-1.35, 1.56, 3.02], [-1.97, 1.49, 4.46], [-1.01, 1.34, 5.70], [0.51, 1.30, 5.38], [1.10, 1.36, 3.95], [2.71, 1.31, 3.80], [0.02, 3.31, -0.44], [1.17, 4.30, -0.75], [1.99, 5.13, 0.33], [3.12, 4.40, 0.94], [-1.07, 3.92, 0.61], [-2.61, 3.94, 0.33], [-3.55, 4.58, 1.34], [-3.31, 5.17, 2.61], [-1.91, 5.08, 2.85], [-0.78, 4.54, 1.98], [-0.82, 3.34, -1.67], [-0.26, 2.66, -2.79], [0.89, 3.92, -4.22], [-1.55, 2.32, -3.76], [-2.84, 1.76, -3.03], [-1.21, 1.37, -5.00], [-1.91, 2.03, -6.33], [0.45, 1.25, -2.50], [1.15, 1.06, -1.21], [2.62, 1.40, -1.11], [3.40, 1.76, -2.47], [5.00, 1.60, -2.23], [5.91, 0.83, -3.21], [7.46, 0.80, -2.87], [8.06, 1.52, -1.63], [7.14, 2.27, -0.64], [5.58, 2.33, -0.93], [1.18, -0.30, -0.93], [1.64, -1.19, -1.93], [0.48, -2.12, -2.62], [0.11, -1.09, 1.22], [-1.58, -1.04, 2.06], [-1.33, -2.14, 0.61], [-2.71, 0.12, 0.34], [-1.64, -0.51, -0.98], [1.68, 2.45, 1.42], [1.70, 0.65, 1.38], [-2.08, 1.71, 2.16], [-3.09, 1.54, 4.67], [-1.36, 1.30, 6.78], [1.26, 1.22, 6.25], [3.08, 2.07, 3.00], [3.10, 0.27, 3.53], [3.24, 1.66, 4.81], [1.99, 3.93, -1.47], [0.69, 5.15, -1.39], [1.41, 5.78, 1.06], [2.55, 5.92, -0.32], [3.83, 5.06, 1.16], [-3.05, 3.49, -0.63], [-4.67, 4.59, 1.04], [-1.59, 5.50, 3.88], [0.30, 4.57, 2.38], [-1.84, 3.35, -4.20], [-3.55, 1.37, -3.86], [-2.70, 0.88, -2.32], [-3.41, 2.66, -2.57], [-0.10, 1.26, -5.27], [-1.68, 0.34, -4.89], [-2.89, 2.53, -5.99], [-1.19, 2.83, -6.75], [-2.13, 1.23, -7.12], [-0.45, 0.51, -2.49], [1.01, 0.99, -3.46], [3.26, 0.58, -0.60], [2.87, 2.31, -0.43], [3.17, 1.13, -3.38], [3.28, 2.87, -2.81], [5.48, 0.32, -4.14], [8.17, 0.26, -3.60], [9.19, 1.53, -1.40], [7.53, 2.82, 0.29], [4.92, 2.91, -0.20], [2.33, -1.97, -1.41], [2.27, -0.80, -2.80], [-0.41, -2.16, -1.87], [0.15, -1.71, -3.64], [0.85, -3.20, -2.72], [5.87, 0.44, 0.48], [-0.16, -7.18, -1.25], [1.00, -6.30, -0.93], [0.44, -5.00, -0.97], [-0.87, -5.16, -0.62], [-1.59, -4.26, -0.29], [-1.25, -6.46, -0.69], [1.96, -6.39, -1.88], [-0.32, -7.30, -2.33], [-0.07, -8.17, -0.80], [1.44, -6.48, 0.06], [3.68, 4.92, -3.79], [-3.24, -0.32, 2.81], [-5.32, -6.99, 2.14], [-4.01, -6.30, 1.77], [-3.30, -5.63, 2.97], [-3.89, -4.40, 3.39], [-5.04, -4.55, 4.22], [-4.26, -5.34, 0.69], [-6.14, -6.29, 2.28], [-5.62, -7.68, 1.34], [-5.21, -7.58, 3.06], [-3.33, -7.08, 1.39], [-2.29, -5.37, 2.66], [-3.20, -6.32, 3.82], [-4.96, -5.42, 4.87], [-5.94, -4.62, 3.60], [-5.13, -3.66, 4.83], [-3.37, -4.97, 0.38], [-4.73, -4.54, 1.10], [4.61, 1.78, 5.79], [-4.86, -8.70, 4.67]], "mulliken_charge": [-0.230, -0.005, 0.447, -1.253, -0.335, 0.988, -0.677, -1.331, -0.989, -0.489, 0.117, -0.826, 1.930, 0.172, -1.204, -0.447, -0.065, -0.566, -0.232, -0.543, -0.551, -0.313, -0.045, -1.780, 0.361, 0.325, -1.077, -0.304, -1.097, 0.383, 1.759, 0.170, 0.759, 0.239, -0.442, -0.378, -0.486, -0.204, 0.050, -0.071, -0.207, -0.554, 0.019, -0.103, 0.079, 0.453, -0.054, -0.201, 0.621, 1.156, 0.629, 0.412, 0.357, 0.255, 0.420, 0.120, -0.468, 0.551, 0.415, 0.559, 0.345, 0.019, 0.338, 0.361, 0.289, 0.711, 0.557, -0.027, 0.220, 0.279, 0.358, 0.296, 0.242, 0.373, -0.487, 0.531, 0.428, -0.851, 0.320, -0.771, 0.375, 0.371, 0.356, 0.387, 0.094, 0.518, 0.027, -0.126, 0.234, 0.424, -0.494, -0.497, 0.309, -0.183, 0.541, -0.535, -0.319, -0.295, 0.297, 0.316, 0.260, -0.400, 0.783, -0.740, 0.475, -0.480, -0.332, -0.654, -0.627, 0.302, 0.409, -0.352, 0.312, 0.217, 0.283, 0.228, 0.281, 0.250, 0.217, 0.351, -0.287, -0.041], "homo_energy_ev": -10.75, "e_tot_ev": -167310.589, "charge": 2, "multiplicity": 1, "gap_ha": 0.067, "max_force_ha_per_bohr": 0.1253}

# 2
{"formula": "C42H62HfN2O7", "method": "the ωB97M-V functional and the def2-TZVPD basis", "species": ["Hf", "C", "N", "C", "C", "C", "N", "C", "C", "C", "C", "C", "C", "C", "O", "C", "C", "C", "C", "C", "C", "C", "C", "C", "C", "C", "C", "C", "C", "C", "O", "C", "C", "C", "C", "C", "C", "C", "C", "H", "H", "H", "H", "H", "H", "H", "H", "H", "H", "H", "H", "H", "H", "H", "H", "H", "H", "H", "H", "H", "H", "H", "H", "H", "H", "H", "H", "H", "H", "H", "H", "H", "H", "H", "H", "H", "H", "H", "H", "H", "H", "H", "H", "H", "H", "H", "H", "H", "H", "H", "H", "H", "H", "O", "C", "O", "C", "C", "C", "C", "C", "O", "C", "C", "O", "O", "H", "H", "H", "H", "H", "H", "H", "H"], "positions_angstrom": [[0.12, 0.74, 1.03], [-2.44, 1.03, -0.98], [-1.84, -0.05, -0.18], [-2.85, -0.53, 0.77], [-1.42, -1.17, -1.05], [-0.12, -0.88, -1.78], [0.96, -0.42, -0.89], [1.90, 0.48, -1.62], [1.26, 1.63, -2.34], [1.51, 1.83, -3.69], [0.96, 2.92, -4.36], [0.20, 3.80, -3.60], [-0.06, 3.66, -2.24], [0.45, 2.51, -1.61], [0.18, 2.19, -0.35], [-0.86, 4.78, -1.56], [-0.98, 4.69, -0.03], [-2.27, 4.83, -2.15], [-0.15, 6.12, -1.85], [1.23, 3.11, -5.85], [0.70, 1.89, -6.62], [0.54, 4.36, -6.41], [2.74, 3.25, -6.09], [1.79, -1.55, -0.39], [1.04, -2.70, 0.22], [1.12, -3.96, -0.34], [0.44, -5.03, 0.22], [-0.28, -4.77, 1.39], [-0.38, -3.52, 2.00], [0.26, -2.44, 1.36], [0.14, -1.17, 1.75], [-1.15, -3.47, 3.33], [-0.52, -4.49, 4.30], [-1.12, -2.12, 4.06], [-2.62, -3.88, 3.10], [0.46, -6.44, -0.35], [-0.98, -6.88, -0.69], [1.05, -7.41, 0.68], [1.30, -6.53, -1.63], [-3.37, 0.68, -1.45], [-1.77, 1.37, -1.76], [-2.67, 1.88, -0.34], [-3.73, -0.93, 0.24], [-3.17, 0.29, 1.42], [-2.42, -1.32, 1.37], [-2.20, -1.38, -1.79], [-1.32, -2.05, -0.42], [-0.29, -0.10, -2.52], [0.18, -1.78, -2.33], [2.47, -0.12, -2.34], [2.60, 0.85, -0.86], [2.14, 1.12, -4.22], [-0.22, 4.67, -4.10], [-1.56, 3.83, 0.29], [-1.48, 5.58, 0.34], [0.00, 4.62, 0.44], [-2.80, 3.89, -1.96], [-2.25, 4.99, -3.23], [-2.84, 5.64, -1.70], [0.86, 6.11, -1.44], [-0.70, 6.94, -1.37], [-0.09, 6.34, -2.91], [-0.37, 1.78, -6.47], [1.19, 0.97, -6.30], [0.89, 2.01, -7.69], [-0.54, 4.31, -6.29], [0.76, 4.45, -7.47], [0.91, 5.27, -5.92], [3.28, 2.36, -5.75], [3.13, 4.11, -5.54], [2.95, 3.39, -7.15], [2.49, -1.12, 0.34], [2.40, -1.93, -1.22], [1.73, -4.10, -1.23], [-0.80, -5.60, 1.85], [0.53, -4.24, 4.48], [-0.57, -5.51, 3.93], [-1.04, -4.46, 5.26], [-0.11, -1.79, 4.24], [-1.62, -2.24, 5.03], [-1.64, -1.33, 3.52], [-2.69, -4.88, 2.68], [-3.12, -3.19, 2.43], [-3.16, -3.88, 4.05], [-1.62, -6.87, 0.19], [-0.98, -7.89, -1.10], [-1.41, -6.21, -1.44], [0.47, -7.42, 1.60], [2.07, -7.12, 0.93], [1.07, -8.43, 0.28], [0.91, -5.87, -2.41], [1.28, -7.55, -2.01], [2.34, -6.26, -1.44], [-1.92, 3.73, 3.09], [-1.08, 2.86, 3.06], [-1.12, 1.87, 2.18], [-0.02, 2.80, 4.16], [-0.28, 1.55, 5.03], [0.37, 1.75, 6.41], [1.86, 1.54, 6.07], [1.78, 1.27, 4.56], [0.55, 0.57, 4.42], [1.49, 2.59, 3.82], [1.85, 2.53, 2.35], [2.07, 3.53, 1.71], [1.91, 1.31, 1.84], [-0.15, 3.72, 4.72], [-1.32, 1.21, 5.05], [0.16, 2.74, 6.82], [0.00, 1.01, 7.12], [2.49, 2.39, 6.32], [2.26, 0.66, 6.58], [2.59, 0.69, 4.13], [2.06, 3.42, 4.24]], "mulliken_charge": [1.371, -1.410, 0.759, -1.113, -1.366, -1.221, 0.668, -1.292, 0.069, -0.464, -0.761, -0.222, 0.526, 0.174, 0.428, 2.284, -1.969, -1.674, -1.863, 2.021, -1.648, -2.076, -1.659, -1.549, 0.956, -0.628, -0.586, -0.462, 0.658, -0.347, -0.859, 2.237, -1.869, -2.226, -1.626, 2.011, -1.584, -1.601, -2.135, 0.400, 0.365, 0.357, 0.410, 0.234, 0.163, 0.608, 0.384, 0.862, 0.441, 0.486, 0.416, 0.525, 0.402, 0.099, 0.616, 0.302, 0.200, 0.338, 0.480, 0.414, 0.480, 0.321, 0.362, 0.318, 0.453, 0.382, 0.449, 0.392, 0.317, 0.374, 0.455, 0.436, 0.437, 0.596, 0.392, 0.397, 0.338, 0.501, 0.423, 0.637, 0.021, 0.318, 0.214, 0.464, 0.303, 0.452, 0.344, 0.294, 0.354, 0.467, 0.389, 0.435, 0.385, -0.703, -0.165, -0.527, 0.073, -0.109, -1.079, -1.115, -0.190, -0.326, 0.131, -0.312, -0.672, -0.676, 0.585, 0.663, 0.442, 0.315, 0.396, 0.351, 0.767, 0.799], "homo_energy_ev": -7.96, "e_tot_ev": -63188.414, "charge": 0, "relative_energy_kj_mol": 5.1, "multiplicity": 1, "gap_ha": 0.307, "max_force_ha_per_bohr": 0.0158}